1.
{
  "formula": "C43H92Br2ClF3N2O21PS7",
  "method": "the ωB97M-V functional and the def2-TZVPD basis",
  "total_charge": 1,
  "gap_ev": 7.8,
  "homo_ev": -10.68,
  "e_tot_ha": -12418.9827,
  "elements": ["C", "O", "C", "C", "C", "C", "C", "C", "C", "C", "C", "C", "C", "O", "N", "C", "C", "C", "C", "C", "F", "C", "F", "F", "C", "N", "C", "Br", "C", "C", "Br", "C", "C", "C", "O", "Cl", "P", "S", "H", "H", "H", "H", "H", "H", "H", "H", "H", "H", "H", "H", "H", "H", "H", "H", "H", "H", "H", "H", "H", "H", "H", "H", "H", "H", "H", "H", "H", "H", "H", "H", "H", "H", "H", "H", "H", "H", "H", "H", "H", "H", "H", "H", "O", "S", "O", "O", "C", "C", "C", "H", "H", "H", "H", "H", "H", "H", "H", "O", "S", "O", "O", "C", "C", "C", "H", "H", "H", "H", "H", "H", "H", "H", "O", "S", "O", "O", "C", "C", "C", "H", "H", "H", "H", "H", "H", "H", "H", "O", "S", "O", "O", "C", "C", "C", "H", "H", "H", "H", "H", "H", "H", "H", "O", "S", "O", "O", "C", "C", "C", "H", "H", "H", "H", "H", "H", "H", "H", "O", "S", "O", "O", "C", "C", "C", "H", "H", "H", "H", "H", "H", "H", "H"],
  "positions_angstrom": [[6.806, -2.464, 2.017], [6.310, -1.277, 1.350], [6.954, -1.084, 0.072], [6.702, 0.422, -0.460], [6.107, 0.300, -1.951], [4.514, 0.406, -2.004], [4.083, 0.485, -3.562], [2.922, -0.570, -3.889], [1.536, 0.255, -3.971], [0.320, -0.710, -4.423], [-1.061, 0.053, -4.160], [-2.194, -0.896, -3.456], [-2.387, -0.585, -1.911], [-0.978, -0.406, -1.472], [-3.062, 0.644, -1.535], [-3.227, 1.729, -2.479], [-2.927, 0.982, -0.118], [-3.940, 2.135, 0.414], [-3.496, 2.676, 1.886], [-2.838, 4.126, 1.659], [-3.620, 5.290, 1.424], [-1.413, 4.181, 1.659], [-0.641, 4.743, 0.644], [-0.744, 3.573, 2.746], [-3.076, -0.199, 0.948], [-2.852, -1.607, 0.406], [-3.218, -2.701, 1.371], [-4.971, -3.543, 1.359], [-2.962, -2.285, 2.932], [-3.367, -3.586, 3.829], [-1.030, -1.990, 3.323], [-3.142, -1.764, -1.055], [-4.647, -1.764, -1.544], [-5.680, -0.760, -0.919], [-6.160, -0.732, 0.214], [-6.335, 0.556, -2.047], [-2.513, -3.525, -1.593], [-3.404, -4.176, -3.232], [6.850, -2.245, 3.132], [7.864, -2.732, 1.665], [6.121, -3.360, 1.857], [6.637, -1.862, -0.718], [8.087, -1.193, 0.165], [7.705, 0.970, -0.476], [5.976, 0.979, 0.225], [6.526, 1.172, -2.575], [6.440, -0.657, -2.491], [4.114, 1.343, -1.470], [4.046, -0.487, -1.456], [3.782, 1.567, -3.754], [5.007, 0.204, -4.186], [3.090, -1.170, -4.840], [2.796, -1.291, -3.003], [1.624, 1.116, -4.743], [1.359, 0.739, -2.949], [0.429, -0.803, -5.564], [0.388, -1.756, -3.983], [-0.875, 1.009, -3.581], [-1.508, 0.355, -5.165], [-1.807, -1.927, -3.720], [-3.180, -0.705, -3.999], [-0.629, -1.318, -1.333], [-2.291, 2.409, -2.437], [-3.363, 1.478, -3.578], [-4.100, 2.448, -2.262], [-1.885, 1.465, 0.023], [-3.944, 3.060, -0.239], [-4.975, 1.659, 0.539], [-4.414, 2.768, 2.568], [-2.678, 2.056, 2.366], [-4.084, -0.115, 1.493], [-2.300, 0.061, 1.756], [-1.804, -1.669, 0.474], [-2.441, -3.547, 1.268], [-3.651, -1.461, 3.287], [-4.427, -3.536, 4.224], [-3.087, -4.567, 3.331], [-2.687, -3.508, 4.754], [-4.682, -1.614, -2.683], [-5.121, -2.808, -1.418], [-1.108, -3.406, -1.843], [-2.804, -4.538, -0.634], [1.530, 1.537, -6.827], [1.238, 2.590, -7.767], [-0.076, 2.764, -8.327], [2.315, 2.536, -8.967], [2.451, 1.317, -9.706], [1.281, 1.096, -10.647], [1.750, 4.134, -7.070], [2.579, 0.469, -9.027], [3.369, 1.402, -10.292], [0.353, 0.940, -10.094], [1.448, 0.217, -11.273], [1.132, 1.967, -11.288], [2.758, 4.028, -6.671], [1.053, 4.381, -6.269], [1.712, 4.900, -7.843], [9.910, -2.598, -0.173], [11.128, -2.438, 0.579], [11.935, -1.251, 0.472], [12.066, -3.730, 0.338], [12.423, -4.071, -1.005], [13.461, -3.120, -1.571], [10.785, -2.720, 2.292], [11.534, -4.110, -1.640], [12.842, -5.080, -0.975], [13.057, -2.112, -1.678], [13.795, -3.452, -2.557], [14.325, -3.052, -0.906], [10.204, -3.635, 2.392], [10.211, -1.868, 2.658], [11.727, -2.793, 2.833], [-7.077, 8.969, 4.034], [-5.849, 9.124, 4.768], [-5.032, 10.302, 4.641], [-4.924, 7.821, 4.523], [-4.590, 7.469, 3.178], [-3.552, 8.410, 2.593], [-6.172, 8.857, 6.487], [-5.488, 7.435, 2.555], [-4.179, 6.459, 3.206], [-3.950, 9.420, 2.487], [-3.235, 8.070, 1.605], [-2.679, 8.474, 3.247], [-6.760, 7.948, 6.602], [-6.733, 9.717, 6.854], [-5.224, 8.781, 7.017], [5.541, 3.770, -0.386], [5.000, 4.994, 0.142], [5.199, 5.383, 1.513], [3.419, 5.054, -0.191], [2.592, 3.978, 0.257], [2.355, 4.034, 1.756], [5.504, 6.337, -0.894], [3.022, 3.016, -0.039], [1.635, 4.076, -0.259], [3.282, 3.873, 2.309], [1.644, 3.266, 2.065], [1.971, 5.015, 2.049], [5.326, 6.070, -1.934], [6.568, 6.501, -0.725], [4.943, 7.228, -0.615], [-9.169, -3.982, 3.999], [-10.191, -3.137, 3.438], [-11.339, -3.681, 2.764], [-9.493, -2.042, 2.475], [-8.671, -2.510, 1.404], [-9.499, -3.090, 0.272], [-10.759, -2.018, 4.686], [-7.939, -3.236, 1.771], [-8.113, -1.651, 1.032], [-10.023, -3.994, 0.589], [-8.865, -3.352, -0.578], [-10.258, -2.376, -0.055], [-9.899, -1.571, 5.181], [-11.347, -2.593, 5.401], [-11.383, -1.257, 4.220], [-0.998, -7.504, 3.585], [-1.724, -7.501, 4.830], [-1.981, -6.284, 5.559], [-1.057, -8.576, 5.830], [0.335, -8.448, 6.140], [0.598, -7.293, 7.088], [-3.265, -8.336, 4.591], [0.924, -8.350, 5.223], [0.640, -9.381, 6.620], [0.367, -6.335, 6.618], [1.646, -7.272, 7.392], [-0.030, -7.375, 7.979], [-3.084, -9.276, 4.071], [-3.901, -7.690, 3.986], [-3.728, -8.508, 5.561]],
  "forces_ev_per_a": [[0.3, -0.1, 0.4], [1.0, -1.0, -0.4], [0.8, 1.0, -0.5], [-0.2, -1.3, -0.6], [-0.1, 1.4, 0.2], [0.3, 0.1, -0.4], [0.4, -1.2, 0.7], [-1.0, 1.3, 0.4], [0.3, -0.7, -0.5], [0.4, 1.7, -0.6], [-0.6, -0.4, -0.1], [-0.4, 1.3, -1.1], [1.6, 0.3, 0.0], [-1.0, -1.9, 1.2], [-1.4, -1.6, -0.3], [0.7, 2.8, -0.8], [0.7, 2.1, 0.9], [0.0, -0.6, 0.8], [-0.3, 1.9, 0.0], [2.4, -0.4, 0.9], [1.5, -2.9, -0.9], [-2.2, 0.1, -0.1], [-1.2, -0.6, 3.2], [-0.8, 0.8, -3.5], [-0.6, 2.0, 0.9], [1.2, 1.1, 0.8], [1.5, -1.3, 3.1], [0.4, 0.6, -0.9], [-1.6, -2.0, 0.2], [1.4, 0.8, 1.1], [-1.0, 0.3, -0.8], [-0.3, -0.4, -1.8], [-1.4, -0.5, -0.5], [-1.3, 1.1, 2.3], [2.1, -0.6, -3.4], [0.7, -1.4, 0.5], [-1.1, -0.8, -2.5], [0.4, 0.3, 0.8], [-0.1, -0.2, -1.3], [-1.5, 0.4, 0.4], [0.8, 1.1, 0.0], [0.1, 1.0, 1.3], [-1.5, -0.1, 0.1], [-1.5, -0.7, 0.1], [1.0, -0.8, -1.0], [-0.7, -1.2, 0.8], [-0.4, 1.3, 0.9], [0.9, -1.3, -0.6], [0.6, 1.1, -0.9], [0.3, -1.5, -0.2], [-1.4, 0.7, 0.9], [-0.2, 0.9, 1.1], [0.4, 0.8, -1.4], [-0.1, -1.6, 1.4], [0.0, -0.8, -1.2], [-0.1, -0.2, 1.7], [-0.1, 1.3, -0.3], [-0.2, -1.3, -0.6], [0.6, -0.3, 1.3], [-1.0, 1.0, 0.9], [1.2, -0.6, 0.7], [0.3, 1.0, -0.5], [-1.2, -0.8, -0.2], [0.2, -0.4, 1.6], [1.1, -1.5, 0.0], [-1.2, -0.9, 0.0], [-0.2, -1.5, 0.5], [1.3, 1.0, -0.5], [1.4, -0.3, -0.9], [-1.1, 0.8, -0.5], [1.3, -0.6, -1.3], [-1.0, -1.1, -1.3], [-0.7, 0.2, -0.3], [-1.4, 1.3, -0.3], [1.3, -0.6, -0.6], [1.2, -0.2, -0.9], [-0.5, 1.3, 0.6], [-1.1, -0.3, -1.3], [0.4, -0.1, 1.9], [0.7, 1.6, 0.0], [-0.4, 0.1, 0.9], [0.6, 0.9, 0.3], [-0.4, 0.2, -0.6], [0.5, 0.6, -0.6], [0.4, -0.4, 0.5], [-0.3, 0.4, 0.9], [-0.1, -0.8, -0.6], [-0.3, 0.0, 0.1], [0.2, 0.0, 0.0], [0.0, 0.2, 0.1], [0.0, 0.3, 0.3], [0.1, 0.0, 0.0], [0.1, 0.1, 0.0], [0.1, -0.1, 0.0], [-0.1, 0.0, -0.1], [0.0, -0.1, -0.1], [0.0, -0.1, 0.0], [0.6, 0.2, 0.0], [0.5, -0.4, 0.3], [-0.6, -0.4, -0.2], [-0.6, 0.5, 0.6], [0.4, 0.0, -1.0], [0.0, 0.3, 0.0], [0.0, -0.2, 0.0], [-0.1, 0.1, 0.2], [-0.2, 0.1, 0.3], [0.0, -0.1, 0.0], [0.0, -0.1, 0.1], [0.0, -0.1, -0.1], [0.1, 0.0, 0.0], [0.0, 0.0, -0.2], [0.0, 0.0, -0.1], [0.6, 0.2, 0.0], [0.2, -0.2, 0.3], [-0.6, -0.5, -0.2], [-0.5, 0.4, 0.5], [0.3, 0.0, -0.8], [0.0, 0.3, 0.0], [0.1, -0.2, 0.0], [-0.1, 0.1, 0.2], [-0.2, 0.1, 0.4], [0.0, -0.1, 0.0], [0.0, -0.1, 0.1], [0.0, -0.1, -0.1], [0.1, 0.1, -0.1], [0.0, 0.0, -0.2], [-0.1, 0.0, -0.1], [-0.3, 0.3, 0.5], [-0.2, 0.4, -0.1], [0.0, -0.5, -0.6], [0.7, 0.3, -0.2], [-0.4, -0.6, 0.5], [0.3, 0.0, 0.2], [-0.2, 0.0, -0.1], [0.1, 0.1, 0.0], [0.3, 0.2, -0.2], [-0.1, 0.0, -0.1], [0.0, 0.0, -0.1], [0.0, -0.1, -0.1], [0.0, 0.0, 0.1], [-0.1, -0.1, 0.1], [0.0, -0.1, 0.0], [-0.4, 0.1, -0.5], [-0.3, 0.5, 0.0], [0.7, -0.1, 0.3], [-0.2, -0.1, 0.7], [0.2, -0.3, -0.8], [-0.2, -0.2, 0.1], [0.1, 0.1, 0.0], [-0.1, 0.0, 0.2], [-0.2, 0.1, 0.4], [0.1, 0.1, 0.0], [0.0, 0.1, 0.0], [0.1, 0.0, 0.0], [0.0, 0.0, -0.1], [0.1, -0.1, -0.1], [0.1, -0.1, 0.0], [-0.1, 0.5, 0.5], [-0.1, -0.8, 0.6], [0.3, -0.2, -0.7], [-0.8, 0.3, -0.7], [1.0, 0.3, 0.3], [-0.1, 0.3, 0.0], [0.0, -0.1, 0.1], [-0.2, 0.0, 0.0], [-0.4, 0.0, -0.2], [0.0, -0.1, 0.0], [-0.1, -0.1, 0.0], [0.1, -0.1, 0.0], [0.0, 0.1, 0.1], [0.1, 0.0, 0.0], [0.1, 0.0, -0.1]],
  "mulliken_charge": [-0.4385, -0.3665, 0.0747, -0.2917, -1.0343, 0.7094, -0.7297, -0.6498, -0.1206, -0.4479, -0.6679, -0.9896, -0.4614, -0.5796, 1.4971, -1.2452, -0.0614, -0.6180, -0.2836, 0.0822, -0.3318, 0.2976, -0.2229, -0.2244, -1.1590, 0.0953, -0.8935, 0.1267, 0.0194, -1.3872, -0.0611, 0.0302, -1.3791, 0.1534, -0.3834, -0.1667, 0.1131, -0.2764, 0.2271, 0.0811, 0.2524, 0.1762, -0.1490, 0.3507, 0.1199, 0.3486, 0.4002, -0.7271, 0.2690, 0.3054, 0.3911, 0.3760, 0.2512, -0.0022, 0.1216, 0.2923, 0.4222, 0.1846, 0.4870, 0.2462, 0.3847, 0.4156, 0.3471, 0.2478, 0.3613, 0.2512, 0.4816, 0.1108, 0.4336, 0.2532, 0.3864, 0.4051, 0.9866, 0.7081, 0.5060, 0.3367, 0.3167, 0.5175, 0.5928, 0.6922, 0.1223, 0.1866, -0.5368, 1.0794, -0.6321, -0.3179, -0.2252, -1.0032, -1.0181, 0.2120, 0.2955, 0.2827, 0.3979, 0.2720, 0.3157, 0.3721, 0.3820, -0.6208, 1.2657, -0.6334, -0.2825, -0.3075, -0.9875, -1.0409, 0.2952, 0.2728, 0.2971, 0.3895, 0.2652, 0.3115, 0.3973, 0.3785, -0.6313, 1.2118, -0.6039, -0.3064, -0.0391, -1.1004, -0.9333, 0.3264, -0.0391, 0.3956, 0.3859, 0.2895, 0.3144, 0.3762, 0.3146, -0.4755, 1.1293, -0.6243, -0.3159, 0.4075, -1.1272, -1.0078, -0.3092, 0.2441, 0.4521, 0.3168, 0.2404, 0.3052, 0.3843, 0.3533, -0.6361, 1.2578, -0.6152, -0.3020, 0.1278, -1.1779, -0.9442, 0.0403, 0.1226, 0.3793, 0.3692, 0.3347, 0.3147, 0.3829, 0.3223, -0.6711, 1.2334, -0.5734, -0.2506, -0.3267, -0.9730, -0.9298, 0.3115, 0.2743, 0.2841, 0.3843, 0.2614, 0.3310, 0.3341, 0.3284]
}


2.
{
  "formula": "H2NOP",
  "method": "the ωB97M-V functional and the def2-TZVPD basis",
  "total_charge": 0,
  "gap_ev": 10.4,
  "e_above_lowest_kj_mol": 26.4,
  "homo_ev": -10.10,
  "e_tot_ha": -472.5707,
  "elements": ["N", "O", "P", "H", "H"],
  "positions_angstrom": [[0.546, 0.190, -0.031], [-1.801, -0.708, -0.030], [-1.070, 0.558, 0.006], [0.839, -0.712, 0.337], [1.487, 0.672, -0.282]],
  "forces_ev_per_a": [[3.4, 0.2, 0.0], [-0.4, -0.6, 0.4], [0.4, 0.9, -0.6], [-0.5, -0.2, -0.3], [-2.9, -0.3, 0.6]],
  "nbo_charge": [-1.2420, -1.0266, 1.4336, 0.4076, 0.4273]
}